Entry from the Open Molecules 2025 dataset: a structure of composition C16H42ClCoIP3 (ωB97M-V/def2-TZVPD).

**Total charge**: +2
**HOMO (alpha / beta)**: -13.1822 / -15.6691 eV
**Multiplicity**: 5
**Gap between HOMO and LUMO (alpha / beta)**: 6.81 / 8.33 eV

Positions of all 64 atoms, in Å:
H (1.9260, -1.9983, 2.0143)
H (0.9823, -2.9013, -0.8195)
C (-2.7446, 1.1690, 1.3114)
H (-2.7919, -2.0995, 2.5561)
H (2.9363, -2.0769, -4.0304)
H (-0.3934, -2.4108, 2.5717)
Co (0.1997, 0.0573, -3.7215)
H (-0.0403, -4.0222, -4.2089)
C (2.4171, -2.6086, -3.2321)
P (0.7016, -2.0217, -3.0882)
H (3.0958, 2.3423, -2.3703)
C (0.1123, -1.6160, 3.1493)
H (-1.8200, 0.2774, -2.4505)
H (0.1828, 4.1094, -4.2900)
H (0.1413, -0.9691, 5.2221)
H (-3.0432, 1.6950, 2.2288)
H (-2.0670, 1.8317, 0.7570)
H (-1.3300, -2.7690, -4.1684)
H (-0.6009, 1.1070, 5.2541)
H (-0.7559, 0.9499, -1.1727)
H (-0.3144, 2.2233, 2.4358)
H (-0.7407, -2.7025, -1.1970)
H (3.0498, 2.0382, -4.1309)
C (-0.0936, 3.0544, -4.4045)
H (-4.0884, -1.0599, 1.9470)
H (-1.0108, -0.7908, -1.3031)
H (2.9316, -2.4333, -2.2816)
C (-2.1379, -0.2117, 1.6180)
C (-0.0666, 1.4606, 3.1886)
H (2.0352, 1.5423, 2.5800)
H (1.6269, 2.5877, 3.9545)
H (-1.4585, -1.5935, 4.6387)
H (-2.0344, -0.7302, 0.6499)
H (-0.1064, -2.7180, 4.9816)
H (0.5164, 4.1478, -1.9472)
H (2.4210, -3.6841, -3.4440)
C (-0.2608, -2.9536, -4.3406)
P (-0.4147, -0.0983, 2.2806)
H (0.0220, -2.6153, -5.3433)
H (-1.9923, 1.6251, 4.2143)
H (2.6360, 3.6547, -3.4870)
H (2.2240, -1.0903, 3.4984)
H (0.1566, -4.0515, -1.9087)
H (0.1597, 2.6897, -5.4052)
Cl (1.4886, -0.0135, -5.4771)
C (-0.3668, -1.7181, 4.5999)
C (-3.1112, -1.0559, 2.4531)
H (-3.6544, 1.0263, 0.7065)
C (0.3966, 3.0902, -1.6779)
I (1.2745, 0.1278, 0.5400)
H (-0.6433, 2.9371, -1.3776)
C (1.6120, -1.8872, 3.0610)
H (-3.2580, -0.6241, 3.4517)
H (1.7976, 0.8529, 4.2010)
C (-0.9178, 1.7486, 4.4203)
P (0.8316, 2.0919, -3.1525)
H (-0.7224, 2.7975, 4.6966)
C (-0.8927, 0.1248, -1.8869)
C (0.2270, -2.9954, -1.6072)
H (1.8784, -2.8028, 3.6043)
H (1.0535, 2.8488, -0.8349)
C (1.4317, 1.6093, 3.4992)
H (-1.1692, 2.9307, -4.2199)
C (2.5766, 2.5748, -3.3064)

Atom charges from the natural (NBO) analysis, given in e for atoms 1 to 8: 0.218, 0.245, -0.616, 0.228, 0.271, 0.251, 1.190, 0.261

***

Entry from the Open Molecules 2025 dataset: a cluster of 10 separate species, C31H49N5O7 in total (ωB97M-V/def2-TZVPD).

**HOMO**: -7.4823 eV
**Multiplicity**: 1
**SMILES string**: c1cc[nH]c1.c1cc[nH]c1.c1cc[nH]c1.c1cc[nH]c1.c1cc[nH]c1.O=C1CCCO1.O=C1CCCO1.CO.CO.CO
**Gap between HOMO and LUMO**: 7.42 eV

Positions of all 92 atoms, in Å:
C (3.4378, -1.6541, 3.1337)
C (1.9977, 1.8131, -5.6517)
C (-0.6118, 4.5984, 0.9659)
C (-3.9531, 1.8028, 0.1215)
C (3.2146, 1.1171, -5.3866)
H (-3.3340, -3.0339, 2.2614)
H (-2.7522, 1.7524, -2.8183)
C (-2.0131, -4.3296, 0.1402)
O (-2.1391, -2.4728, 5.1253)
H (0.7244, 2.9989, -2.8368)
H (-3.9145, -0.4141, 0.5680)
H (3.9970, 3.0443, 0.8584)
H (-0.0339, 1.7075, 0.6507)
H (1.9355, -3.1194, 3.0174)
N (-3.1936, 1.5402, -1.9451)
H (-1.8262, -4.0516, 3.6892)
H (-4.7722, -1.7106, 3.6166)
C (-1.6834, -2.5331, -4.2059)
C (3.1075, 4.8666, -1.4904)
C (-3.3447, 0.2873, -1.4134)
H (4.1898, 1.4127, -5.7342)
C (1.7677, 4.6575, -1.8590)
C (-3.5893, 2.4557, -1.0289)
H (-0.7442, -2.7444, 3.6199)
H (-1.2666, 5.3916, 1.3267)
H (3.1410, 1.9911, -2.9456)
C (0.7897, 1.1574, 0.1857)
H (1.5568, 1.8737, -0.1021)
C (4.6430, -2.7947, 4.6504)
H (-3.0216, -0.5903, -1.9463)
C (0.2852, 0.3373, -0.9838)
C (-1.7915, -2.9670, 3.8151)
H (4.5626, 2.9924, 3.6051)
C (1.0164, 1.1365, -4.9921)
H (0.8872, 5.2895, 2.0050)
C (-2.7328, -5.3844, 0.6442)
C (3.5471, -3.5526, 4.3009)
C (0.5245, -0.9610, 0.9560)
H (4.7670, 3.4254, -1.6446)
H (-4.8557, -5.6997, 0.5692)
H (-4.2097, 2.2819, 1.0527)
H (2.7636, 3.0108, 2.1053)
H (-2.6495, -2.5488, -1.0642)
H (1.8810, 2.7082, -6.2372)
C (-3.7214, -1.4499, 3.7172)
O (4.7193, 2.6756, 2.7094)
C (-3.8029, 0.4109, -0.1158)
H (-0.7641, 4.2588, -0.0570)
C (-0.3443, -0.8551, -0.2968)
H (-1.3670, -0.6494, 0.0187)
H (-0.0310, 1.3617, -4.8590)
H (-2.7475, -2.7223, -4.0196)
H (-2.4716, -6.2416, 1.2401)
H (3.4609, -0.7200, -4.0707)
H (5.4126, -3.1069, 5.3381)
C (-4.1439, -4.0001, -0.3803)
H (3.2381, -4.5358, 4.6154)
H (-3.5559, 3.5218, -1.1876)
O (-3.5661, -1.0977, 6.1238)
H (3.1346, -1.0311, 2.3125)
C (1.6417, 3.4416, -2.4933)
N (-4.0511, -5.1650, 0.3056)
C (-3.1795, -1.6288, 5.1180)
H (-0.3904, 0.9572, -1.5793)
O (1.2524, 0.1547, 1.1032)
H (1.1091, 0.0630, -1.6455)
O (0.6119, -1.8708, 1.7264)
C (-2.8097, -2.3026, 2.8732)
H (-3.6336, -0.3717, 3.5626)
H (-2.3044, -1.6405, 2.1635)
H (-1.1588, -3.3101, -3.6539)
H (3.8883, 4.4397, 1.8500)
N (1.5576, 0.0756, -4.3259)
H (0.8925, 5.2441, -1.6247)
N (2.8123, -2.8363, 3.4122)
C (2.9061, 0.0784, -4.5391)
O (-1.3450, -1.2188, -3.7351)
H (-1.4949, -2.5972, -5.2779)
C (3.7579, 3.7286, -1.8805)
H (5.3464, -0.8342, 3.9269)
N (2.9079, 2.8721, -2.5191)
C (3.7734, 3.3543, 1.8801)
O (0.7621, 4.9355, 1.1204)
H (-0.9543, -4.1878, 0.2998)
C (-2.8956, -3.4455, -0.5265)
H (1.0391, -0.5825, -3.7712)
C (4.5951, -1.6045, 3.9004)
H (-0.3400, -1.7284, -0.9440)
H (-0.8355, 3.6984, 1.5600)
H (3.4509, 5.6834, -0.8815)
H (-1.5492, -0.6291, -4.4656)
H (-5.1164, -3.6798, -0.7258)

Atom charges from the Mulliken analysis, given in e for atoms 1 to 8: -0.506, -0.426, -0.628, -0.841, -0.557, -0.120, 0.249, -0.480

***

Entry from the Open Molecules 2025 dataset: a structure of composition C5H6N2S (ωB97M-V/def2-TZVPD).

**HOMO**: -8.0927 eV
**Multiplicity**: 1
**Gap between HOMO and LUMO**: 8.90 eV

Positions of all 14 atoms, in Å:
H (3.0226, 1.0442, 0.8812)
H (-2.5086, -1.3083, 0.9200)
C (0.5544, -0.3835, 0.0063)
C (2.4882, 0.7299, -0.0020)
H (-2.5596, -1.2337, -0.8624)
N (-1.0567, 1.0277, -0.0037)
C (0.9974, 0.9330, 0.0266)
H (-1.4639, -2.3640, -0.0462)
C (-1.8979, -1.3539, 0.0001)
N (0.0332, 1.8241, -0.0074)
H (-1.9744, 1.4566, 0.0017)
C (-0.8169, -0.3240, -0.0071)
H (3.0002, 1.0791, -0.9036)
S (2.1819, -1.1272, -0.0036)

Atom charges from the natural (NBO) analysis, given in e for atoms 1 to 8: 0.227, 0.226, -0.268, -0.482, 0.224, -0.331, 0.086, 0.237

***

Entry from the Open Molecules 2025 dataset: the ion CH3NO2P with charge -1 (ωB97M-V/def2-TZVPD).

**Total charge**: -1
**HOMO**: -2.8677 eV
**Multiplicity**: 1
**SMILES string**: [H]/N=C/P([O-])O
**Gap between HOMO and LUMO**: 7.48 eV

Positions of all 8 atoms, in Å:
O (1.1785, -1.3376, 0.2260)
P (1.1025, 0.3686, 0.4619)
C (-0.7483, 0.2709, -0.0912)
O (1.9116, 0.9359, -0.7035)
H (1.9675, -1.4075, -0.3153)
H (-1.3111, -0.6582, -0.8124)
N (-1.5257, 0.9093, 0.6419)
H (-2.5749, 0.9186, 0.5925)

Charges computed using natural (NBO), reported in e: -1.054, 1.267, -0.150, -1.203, 0.470, 0.069, -0.717, 0.318

***

Entry from the Open Molecules 2025 dataset: a structure of composition C14H36F6N3O11S2V (ωB97M-V/def2-TZVPD).

**Total charge**: +2
**HOMO**: -13.2379 eV
**Multiplicity**: 1
**Gap between HOMO and LUMO**: 5.92 eV

Positions of all 73 atoms, in Å:
H (-1.4640, -2.5199, 5.3857)
H (-6.1503, 0.3414, 0.3660)
H (6.2520, 2.3323, -4.3289)
O (2.2050, -0.8639, -2.9853)
H (-1.6076, -3.6709, 0.7633)
H (-2.6473, -3.0122, 6.4271)
F (2.8813, -3.9353, -4.1001)
O (-2.2431, -2.9559, 2.6142)
C (5.9376, 1.5441, -3.6448)
H (-0.4417, 2.8047, 2.1910)
H (5.4844, 3.7949, -0.8387)
C (-1.6462, -2.7964, 1.4128)
H (4.9784, 1.8129, 2.1083)
C (-1.0271, 3.0830, 1.3146)
O (0.2207, -0.0541, 0.1366)
H (-2.2587, -2.0528, 0.9030)
C (-2.7333, -1.8012, 3.2509)
C (-3.6291, -0.8958, 5.5371)
N (5.0169, 3.1208, -0.2494)
H (-4.9222, -0.4627, 1.3858)
N (-2.3430, -3.0111, 5.4641)
F (-1.6889, -2.6858, -4.0493)
H (5.9915, 0.4121, 1.8080)
N (-4.3164, 2.2177, -0.7960)
H (-2.2544, -3.9743, 5.1733)
H (4.8660, 1.3992, -3.7823)
H (-1.9971, -0.9975, 3.2550)
H (-4.7573, -0.4471, -0.3341)
H (6.4449, 0.6551, -4.0196)
H (-0.5099, 2.7093, 0.4309)
C (5.8212, 1.8525, 0.0256)
H (-1.0112, 4.1666, 1.1982)
C (-5.0844, 0.1629, 0.5080)
H (-4.0534, 3.1928, -0.7940)
O (4.4468, -1.4297, -3.8143)
H (-5.1378, 2.0794, -1.3672)
H (-4.2498, -2.7476, 4.5655)
O (2.7842, -0.3181, -5.3511)
C (5.8471, 1.0134, -1.2622)
S (3.0272, -1.1889, -4.1717)
H (6.8127, 2.3054, 0.0232)
H (4.8033, 3.6436, 0.5879)
H (-2.2048, 0.9933, 0.3922)
O (2.7828, -0.1387, -0.5158)
O (-2.6433, 0.5031, -2.1830)
O (6.2405, 1.8984, -2.2906)
O (-0.4387, -0.3952, -2.4378)
H (4.8644, 0.6754, -1.5909)
H (-0.6761, -2.3234, 1.5658)
C (-3.3613, -2.1242, 4.6653)
H (-4.3420, -0.1938, 5.1048)
H (6.4774, 0.1316, -1.1461)
F (0.9656, -2.8986, -4.7717)
H (-2.7380, -0.3075, 5.7561)
V (1.2454, -0.2046, -1.0882)
F (-3.4998, -1.6298, -4.3273)
C (2.3236, -2.9113, -4.8072)
C (-2.5001, -1.7970, -3.5041)
H (4.4452, 0.5362, 1.1711)
F (-2.9347, -2.2242, -2.3055)
C (-4.3110, 1.5206, 0.5569)
H (-4.2380, -1.1535, 6.4037)
H (-3.5714, -1.3398, 2.7286)
F (2.8314, -3.1125, -6.0528)
C (-2.8519, 1.4364, 1.1492)
H (-4.6956, 2.2127, 1.3060)
O (-2.4416, 2.7929, 1.2197)
H (4.0871, 2.9487, -0.6042)
C (5.3381, 1.1412, 1.3288)
O (-1.5376, 0.6181, -4.3552)
H (-2.9380, 0.9058, 2.0974)
H (-3.5959, 1.7398, -1.3182)
S (-1.7282, -0.1231, -3.0942)

Atom charges from the Mulliken analysis, given in e for atoms 1 to 8: 0.355, 0.404, 0.305, -0.592, 0.329, 0.366, -0.213, -0.443

***

Q: Look up the multiplicity of the fourth one.
A: 1